Entry P
# C2H5O2S

A 2-piece molecular cluster, C2H5O2S overall (the ωB97M-V functional and the def2-TZVPD basis, the OMol25 dataset).

ORCA input file:
```
! wB97M-V def2-TZVPD RIJCOSX def2/J DEFGRID3
* xyz -1 1
C 1.013 0.271 -1.172
S 1.870 -0.742 0.074
H 0.200 -0.270 -1.622
H 0.726 1.214 -0.718
H 1.742 0.512 -1.958
O -0.889 -0.900 1.694
C -1.581 -0.016 1.121
O -1.251 1.125 0.774
H -2.624 -0.363 0.889
H 0.793 -0.831 0.917
*
```

Computed properties:
orbital gap	0.300	Ha
LUMO level	3.76	eV
highest occupied orbital energy	-0.1616	Eh

Formally, the natural (NBO) partial charges of the atoms, in units of the elementary charge, are as follows: atom 1 (C): -0.717, atom 2 (S): -0.198, atom 3 (H): 0.205, atom 4 (H): 0.243, atom 5 (H): 0.186, atom 6 (O): -0.797, atom 7 (C): 0.631, atom 8 (O): -0.770, atom 9 (H): -0.002, atom 10 (H): 0.220

Entry Q
# C2H5O2S

A 2-piece molecular cluster, C2H5O2S overall (the ωB97M-V functional and the def2-TZVPD basis, the OMol25 dataset).

ORCA input file:
```
! wB97M-V def2-TZVPD RIJCOSX def2/J DEFGRID3
* xyz -1 1
C 0.732 -1.081 -0.790
S -0.771 -0.629 -1.684
H 1.515 -1.635 -1.520
H 0.468 -2.098 -0.165
H 1.283 -0.358 -0.124
O 0.684 1.052 1.451
C -0.594 1.205 1.255
O -1.136 2.022 0.501
H -1.241 1.011 2.095
H -0.940 0.511 -1.018
*
```

Computed properties:
orbital gap	0.291	Ha
LUMO level	3.62	eV
highest occupied orbital energy	-0.1577	Eh

Formally, the natural (NBO) partial charges of the atoms, in units of the elementary charge, are as follows: atom 1 (C): -0.777, atom 2 (S): -0.120, atom 3 (H): 0.183, atom 4 (H): 0.187, atom 5 (H): 0.299, atom 6 (O): -0.814, atom 7 (C): 0.588, atom 8 (O): -0.761, atom 9 (H): 0.027, atom 10 (H): 0.188

Least stable = entry Q

Entry P
# C2H5O2S

A 2-piece molecular cluster, C2H5O2S overall (the ωB97M-V functional and the def2-TZVPD basis, the OMol25 dataset).

ORCA input file:
```
! wB97M-V def2-TZVPD RIJCOSX def2/J DEFGRID3
* xyz -1 1
S 0.562 -1.756 -1.711
H -0.185 -1.379 -2.768
O 0.845 1.625 1.057
C -0.166 0.975 0.943
O -1.355 1.617 0.729
C -0.332 -0.479 0.989
H -1.153 2.551 0.595
H -1.214 -0.834 1.509
H 0.595 -0.909 1.351
H -0.258 -0.800 -0.126
*
```

Computed properties:
orbital gap	0.234	Ha
LUMO level	3.52	eV
highest occupied orbital energy	-0.1043	Eh

Formally, the natural (NBO) partial charges of the atoms, in units of the elementary charge, are as follows: atom 1 (S): -0.960, atom 2 (H): 0.094, atom 3 (O): -0.642, atom 4 (C): 0.800, atom 5 (O): -0.715, atom 6 (C): -0.817, atom 7 (H): 0.475, atom 8 (H): 0.215, atom 9 (H): 0.226, atom 10 (H): 0.324

Entry Q
# C2H5O2S

A 2-piece molecular cluster, C2H5O2S overall (the ωB97M-V functional and the def2-TZVPD basis, the OMol25 dataset).

ORCA input file:
```
! wB97M-V def2-TZVPD RIJCOSX def2/J DEFGRID3
* xyz -1 1
C -0.654 1.296 -0.424
S -0.732 0.574 -2.216
H -0.358 2.352 -0.554
H -1.732 1.232 -0.039
H 0.095 0.605 -0.090
O 0.844 -1.481 2.458
C 1.002 -1.342 1.238
O 0.201 -1.553 0.328
H 2.139 -1.037 0.970
H -0.805 -0.646 -1.671
*
```

Computed properties:
orbital gap	0.279	Ha
LUMO level	3.46	eV
highest occupied orbital energy	-0.1519	Eh

Formally, the natural (NBO) partial charges of the atoms, in units of the elementary charge, are as follows: atom 1 (C): -0.666, atom 2 (S): -0.201, atom 3 (H): 0.191, atom 4 (H): 0.212, atom 5 (H): 0.267, atom 6 (O): -0.777, atom 7 (C): 0.641, atom 8 (O): -0.801, atom 9 (H): -0.042, atom 10 (H): 0.176

Entry R
# C2H5O2S

A 2-piece molecular cluster, C2H5O2S overall (the ωB97M-V functional and the def2-TZVPD basis, the OMol25 dataset).

ORCA input file:
```
! wB97M-V def2-TZVPD RIJCOSX def2/J DEFGRID3
* xyz -1 1
C 1.136 0.253 -1.216
S 1.779 -0.990 -0.021
H 0.082 0.012 -1.622
H 1.103 1.266 -0.775
H 1.769 0.092 -2.076
O -0.796 -0.608 1.973
C -1.645 0.169 1.275
O -1.310 0.891 0.261
H -2.741 -0.187 1.272
H 0.624 -0.898 0.928
*
```

Computed properties:
orbital gap	0.305	Ha
LUMO level	3.87	eV
highest occupied orbital energy	-0.1633	Eh

Formally, the natural (NBO) partial charges of the atoms, in units of the elementary charge, are as follows: atom 1 (C): -0.721, atom 2 (S): -0.258, atom 3 (H): 0.225, atom 4 (H): 0.225, atom 5 (H): 0.184, atom 6 (O): -0.808, atom 7 (C): 0.606, atom 8 (O): -0.756, atom 9 (H): 0.043, atom 10 (H): 0.259

Least stable = entry R

Entry P
# C4H10NO2

An isolated ion of composition C4H10NO2 and charge -1 (the ωB97M-V functional and the def2-TZVPD basis, the OMol25 dataset).

ORCA input file:
```
! wB97M-V def2-TZVPD RIJCOSX def2/J DEFGRID3
* xyz -1 1
C 0.209 -0.485 0.872
C -0.854 0.010 -0.124
C -2.210 0.363 0.481
O -1.078 -0.883 -1.174
N 1.653 -0.400 0.445
C 1.979 0.296 -0.837
O 1.391 -0.206 -1.921
H -0.075 -1.543 0.934
H 0.195 -0.074 1.899
H -0.491 0.986 -0.478
H -3.000 0.366 -0.298
H -2.473 -0.409 1.222
H -2.235 1.350 0.964
H -0.193 -0.728 -1.665
H 2.215 -0.156 1.248
H 3.085 0.119 -0.946
H 1.882 1.394 -0.624
*
```

Computed properties:
orbital gap	0.258	Ha
LUMO level	4.12	eV
structure (SMILES)	C[C@H](O)CNC[O-]
highest occupied orbital energy	-0.1070	Eh

Formally, the natural (NBO) partial charges of the atoms, in units of the elementary charge, are as follows: atom 1 (C): -0.243, atom 2 (C): 0.075, atom 3 (C): -0.608, atom 4 (O): -0.788, atom 5 (N): -0.693, atom 6 (C): 0.142, atom 7 (O): -0.929, atom 8 (H): 0.172, atom 9 (H): 0.160, atom 10 (H): 0.151, atom 11 (H): 0.210, atom 12 (H): 0.182, atom 13 (H): 0.187, atom 14 (H): 0.523, atom 15 (H): 0.332, atom 16 (H): 0.084, atom 17 (H): 0.044

Entry Q
# C4H10NO2

A 2-piece molecular cluster, C4H10NO2 overall (the ωB97M-V functional and the def2-TZVPD basis, the OMol25 dataset).

ORCA input file:
```
! wB97M-V def2-TZVPD RIJCOSX def2/J DEFGRID3
* xyz -1 1
N 2.379 -2.301 0.629
C 1.308 -1.334 0.458
O 1.409 -0.208 1.038
O 0.366 -1.752 -0.258
H 2.817 -2.156 1.534
H 2.145 -3.254 0.414
C -1.786 0.289 -1.026
C -1.128 0.877 0.246
C -0.015 1.839 -0.137
H -2.253 0.998 -1.706
H -2.525 -0.481 -0.779
H -0.964 -0.245 -1.517
H -0.694 0.122 0.902
H -1.894 1.453 0.789
H 0.441 2.118 0.820
H 0.784 1.332 -0.705
H -0.389 2.702 -0.704
*
```

Computed properties:
orbital gap	0.312	Ha
LUMO level	4.32	eV
highest occupied orbital energy	-0.1536	Eh

Formally, the natural (NBO) partial charges of the atoms, in units of the elementary charge, are as follows: atom 1 (N): -0.924, atom 2 (C): 0.865, atom 3 (O): -0.818, atom 4 (O): -0.816, atom 5 (H): 0.354, atom 6 (H): 0.360, atom 7 (C): -0.623, atom 8 (C): -0.398, atom 9 (C): -0.605, atom 10 (H): 0.168, atom 11 (H): 0.189, atom 12 (H): 0.241, atom 13 (H): 0.263, atom 14 (H): 0.149, atom 15 (H): 0.212, atom 16 (H): 0.223, atom 17 (H): 0.161

Entry R
# C4H10NO2

A 2-piece molecular cluster, C4H10NO2 overall (the ωB97M-V functional and the def2-TZVPD basis, the OMol25 dataset).

ORCA input file:
```
! wB97M-V def2-TZVPD RIJCOSX def2/J DEFGRID3
* xyz -1 1
C 2.174 0.868 2.011
C 1.212 0.655 1.094
O 0.834 -0.568 0.739
C 0.489 1.791 0.405
H 2.433 1.866 2.320
H 2.697 0.046 2.471
H 0.311 -0.547 -0.221
H 0.650 2.733 0.923
H 0.858 1.885 -0.618
H -0.571 1.548 0.323
N -2.495 -1.575 -1.127
C -1.052 -1.648 -1.494
O -0.365 -0.493 -1.381
H -2.947 -0.971 -1.806
H -2.537 -1.075 -0.242
H -0.638 -2.460 -0.866
H -1.054 -2.056 -2.531
*
```

Computed properties:
orbital gap	0.298	Ha
LUMO level	4.20	eV
highest occupied orbital energy	-0.1433	Eh

Formally, the natural (NBO) partial charges of the atoms, in units of the elementary charge, are as follows: atom 1 (C): -0.640, atom 2 (C): 0.385, atom 3 (O): -0.746, atom 4 (C): -0.683, atom 5 (H): 0.172, atom 6 (H): 0.186, atom 7 (H): 0.494, atom 8 (H): 0.190, atom 9 (H): 0.225, atom 10 (H): 0.227, atom 11 (N): -0.890, atom 12 (C): 0.119, atom 13 (O): -0.898, atom 14 (H): 0.329, atom 15 (H): 0.339, atom 16 (H): 0.102, atom 17 (H): 0.090

Entry S
# C4H10NO2

A 2-piece molecular cluster, C4H10NO2 overall (the ωB97M-V functional and the def2-TZVPD basis, the OMol25 dataset).

ORCA input file:
```
! wB97M-V def2-TZVPD RIJCOSX def2/J DEFGRID3
* xyz -1 1
O -1.918 -1.009 0.494
C -1.419 0.085 0.756
C -0.859 0.445 2.080
N 0.123 1.536 1.917
H -1.740 0.998 0.184
H -1.658 0.837 2.748
H -0.469 -0.460 2.553
H 0.909 1.525 2.573
H 0.433 1.509 0.930
C 0.093 -0.502 -1.599
O 0.253 0.388 -0.538
C 1.488 -0.936 -1.992
H -0.244 0.060 -2.457
H -0.569 -1.371 -1.414
H 1.550 -1.643 -2.853
H 2.025 -1.439 -1.157
H 2.002 -0.021 -2.225
*
```

Computed properties:
orbital gap	0.287	Ha
LUMO level	4.40	eV
highest occupied orbital energy	-0.1251	Eh

Formally, the natural (NBO) partial charges of the atoms, in units of the elementary charge, are as follows: atom 1 (O): -0.689, atom 2 (C): 0.462, atom 3 (C): -0.303, atom 4 (N): -0.894, atom 5 (H): 0.098, atom 6 (H): 0.170, atom 7 (H): 0.169, atom 8 (H): 0.341, atom 9 (H): 0.426, atom 10 (C): -0.057, atom 11 (O): -0.902, atom 12 (C): -0.613, atom 13 (H): 0.108, atom 14 (H): 0.149, atom 15 (H): 0.158, atom 16 (H): 0.185, atom 17 (H): 0.191

Least stable = entry S

Entry P
# C4H10NO2

A 2-piece molecular cluster, C4H10NO2 overall (the ωB97M-V functional and the def2-TZVPD basis, the OMol25 dataset).

ORCA input file:
```
! wB97M-V def2-TZVPD RIJCOSX def2/J DEFGRID3
* xyz -1 1
C 0.292 -1.347 -1.311
O -0.810 -0.982 -1.987
C 0.515 -0.589 0.141
C 0.412 0.908 0.168
C -0.815 1.412 -0.578
O 0.593 0.854 2.982
N -0.289 -1.211 1.206
H 0.175 -2.370 -0.961
H 1.262 -1.145 -1.814
H 1.537 -0.925 0.366
H 0.495 1.084 1.292
H -0.659 1.052 -1.618
H -1.067 2.477 -0.510
H -1.702 0.931 -0.167
H 1.268 1.360 -0.288
H 0.000 -0.684 2.085
H -1.208 -0.827 0.994
*
```

Computed properties:
orbital gap	0.163	Ha
LUMO level	1.12	eV
highest occupied orbital energy	-0.1222	Eh

Formally, the natural (NBO) partial charges of the atoms, in units of the elementary charge, are as follows: atom 1 (C): -0.014, atom 2 (O): -0.793, atom 3 (C): -0.058, atom 4 (C): -0.329, atom 5 (C): -0.630, atom 6 (O): -0.634, atom 7 (N): -0.828, atom 8 (H): 0.157, atom 9 (H): 0.100, atom 10 (H): 0.175, atom 11 (H): 0.257, atom 12 (H): 0.277, atom 13 (H): 0.194, atom 14 (H): 0.200, atom 15 (H): 0.193, atom 16 (H): 0.399, atom 17 (H): 0.334

Entry Q
# C4H10NO2

An isolated ion of composition C4H10NO2 and charge -1 (the ωB97M-V functional and the def2-TZVPD basis, the OMol25 dataset).

ORCA input file:
```
! wB97M-V def2-TZVPD RIJCOSX def2/J DEFGRID3
* xyz -1 1
C -1.365 0.706 -0.078
O -2.657 0.695 0.108
C -0.602 -0.629 0.094
C 0.901 -0.571 0.554
C 1.672 0.568 -0.266
O 0.870 -0.159 1.916
N -0.890 -1.432 -1.104
H -0.736 1.374 0.784
H -0.888 1.236 -0.930
H -1.108 -1.158 1.002
H 1.398 -1.545 0.513
H 1.062 1.096 -1.002
H 2.014 1.288 0.482
H 2.547 0.134 -0.802
H 0.183 0.531 1.884
H -0.528 -0.956 -1.925
H -1.874 -1.177 -1.230
*
```

Computed properties:
orbital gap	0.254	Ha
LUMO level	4.04	eV
structure (SMILES)	C[C@@H](O)[C@H](N)C[O-]
highest occupied orbital energy	-0.1053	Eh

Formally, the natural (NBO) partial charges of the atoms, in units of the elementary charge, are as follows: atom 1 (C): 0.037, atom 2 (O): -0.898, atom 3 (C): -0.114, atom 4 (C): 0.096, atom 5 (C): -0.659, atom 6 (O): -0.755, atom 7 (N): -0.859, atom 8 (H): -0.053, atom 9 (H): 0.075, atom 10 (H): 0.184, atom 11 (H): 0.169, atom 12 (H): 0.208, atom 13 (H): 0.216, atom 14 (H): 0.185, atom 15 (H): 0.473, atom 16 (H): 0.324, atom 17 (H): 0.370

Entry R
# C4H10NO2

An isolated ion of composition C4H10NO2 and charge -1 (the ωB97M-V functional and the def2-TZVPD basis, the OMol25 dataset).

ORCA input file:
```
! wB97M-V def2-TZVPD RIJCOSX def2/J DEFGRID3
* xyz -1 1
C 1.482 -0.593 -0.399
O 0.831 -1.510 -1.128
C 0.633 0.660 -0.075
C -0.536 0.366 0.877
C -1.661 -0.442 0.249
O -0.075 -0.285 2.037
N 0.200 1.298 -1.335
H 2.418 -0.167 -0.865
H 1.881 -0.975 0.573
H 1.285 1.371 0.443
H -0.917 1.330 1.219
H -2.015 0.003 -0.688
H -1.267 -1.416 -0.060
H -2.535 -0.461 0.913
H 0.420 -1.067 1.745
H -0.792 1.151 -1.451
H 0.647 0.736 -2.053
*
```

Computed properties:
orbital gap	0.250	Ha
LUMO level	4.13	eV
structure (SMILES)	C[C@@H](O)[C@H](N)C[O-]
highest occupied orbital energy	-0.0985	Eh

Formally, the natural (NBO) partial charges of the atoms, in units of the elementary charge, are as follows: atom 1 (C): -0.033, atom 2 (O): -0.966, atom 3 (C): -0.097, atom 4 (C): 0.097, atom 5 (C): -0.648, atom 6 (O): -0.741, atom 7 (N): -0.861, atom 8 (H): 0.073, atom 9 (H): 0.064, atom 10 (H): 0.150, atom 11 (H): 0.148, atom 12 (H): 0.184, atom 13 (H): 0.262, atom 14 (H): 0.182, atom 15 (H): 0.475, atom 16 (H): 0.338, atom 17 (H): 0.372

Least stable = entry P